No. 1
59
Properties=species:S:1:pos:R:3:lowdin_charge:R:1 method="wB97M-V/def2-TZVPD" homo_ev=-8.036 de_lowest_ev=24.057 max_force_ha_per_bohr=0.3794 total_energy_ha=-1408.6189
C 4.46442 0.09561 -2.34932 -0.07
O 3.58477 -0.95382 -1.89347 -0.09
C 2.75237 -0.89549 -0.80953 -0.37
C 2.09324 -1.91454 -0.52854 -0.03
C 1.25708 -1.75892 0.46874 -0.16
C 1.35984 -0.76333 1.36722 -0.18
C 2.22701 0.34684 1.08535 0.04
C 2.75999 0.28798 -0.20744 -0.02
H 3.36290 1.15807 -0.44557 0.13
H 1.96971 1.23720 1.64482 0.10
O 0.42187 -1.08949 2.43228 -0.09
C 0.53900 0.02368 3.29532 -0.14
H -0.10343 0.00617 4.20683 0.10
H 0.20992 1.00237 3.11653 0.05
H 1.52617 0.24167 3.69920 0.10
C 0.61375 -3.19223 0.91448 0.02
C -0.96951 -2.73603 0.77545 -0.18
N -1.19552 -2.03960 -0.41001 0.02
C -1.94612 -2.58713 -1.58141 -0.37
O -2.18628 -3.71449 -1.68290 0.11
C -1.72110 -1.48392 -2.82734 0.01
H -2.11763 -2.02621 -3.54871 0.04
H -2.13307 -0.67991 -2.36812 0.05
C -0.08052 -1.41170 -3.04075 -0.08
C 0.13578 -0.05886 -3.06375 -0.24
N 1.16600 0.59386 -3.62675 0.06
N 1.65686 1.95294 -3.18730 0.13
C 0.82593 1.84438 -2.09131 -0.40
C 1.01688 3.05214 -1.16134 0.05
C 0.05184 3.00760 -0.07071 0.06
C -0.87015 1.71290 -0.01034 -0.32
N -0.77988 0.81989 -0.91529 0.11
N 0.08448 0.85387 -1.80822 -0.02
N -1.61143 1.83226 1.02234 -0.05
C -1.90697 2.83494 1.96419 -0.09
C -3.02185 1.96088 3.00674 -0.17
H -2.54854 1.68508 3.65323 -0.03
C -3.51204 1.04597 2.27817 -0.21
H -4.41734 1.57752 1.46709 0.21
C -2.45262 0.41241 1.20076 0.08
H -1.95110 -0.18143 1.89059 0.08
H -2.66596 0.06713 0.31816 0.04
H -4.06337 0.36202 2.62234 0.04
H -3.51991 3.00731 3.38131 0.19
H -2.40086 3.56804 1.33156 0.12
H -1.14795 3.23070 2.59356 0.10
H -0.06442 3.89858 0.65053 0.11
H 1.49283 4.07582 -1.24109 0.12
H -0.18759 -1.56357 -4.24426 0.19
H 0.49963 -2.13246 -2.63270 0.07
H -0.98893 -1.14453 -0.44804 -0.01
H -1.46449 -2.39667 1.58004 0.03
H -1.79495 -3.81071 0.63116 0.20
H 0.69680 -3.42660 2.01792 0.13
H 0.77403 -3.92231 0.36343 0.00
H 2.29030 -2.97461 -0.99017 0.20
H 5.15324 0.50531 -1.75048 0.03
H 5.07439 -0.29017 -3.33547 0.15
H 3.76249 0.84761 -2.70899 0.05

---

No. 2
67
Properties=species:S:1:pos:R:3:mulliken_spin:R:1 method="wB97M-V/def2-TZVPD" homo_ev="-3.904 / -4.273" total_charge=-1 de_lowest_ev=0.740 max_force_ha_per_bohr=0.0172 total_energy_ha=-3496.1751 multiplicity=2
Ru 0.07805 -0.02958 -1.37634 0.78
N 2.98774 2.49579 -4.02929 0.01
C 2.26515 1.53063 -3.37090 -0.01
S 2.77949 1.04708 -1.81242 0.14
N 1.26221 1.03483 -4.05049 -0.01
N 0.53016 0.09759 -3.41296 0.01
C -0.03474 -0.76746 -4.18125 -0.01
C -0.86312 -1.80686 -3.62582 0.01
C -1.46285 -2.78775 -4.41475 0.00
C -2.18428 -3.79219 -3.80100 0.00
C -2.29522 -3.80221 -2.41856 0.00
C -1.69106 -2.78284 -1.70251 0.00
N -0.99839 -1.81519 -2.29395 0.00
H 3.52130 3.09818 -3.42635 0.00
H 2.48776 2.94715 -4.78078 0.00
H 0.13582 -0.70781 -5.25052 0.00
H -1.35155 -2.75014 -5.49086 0.00
H -2.65371 -4.56807 -4.39306 0.00
H -2.84308 -4.57540 -1.89911 0.00
H -1.75991 -2.73267 -0.62371 0.01
N 2.10166 0.68045 6.70877 0.00
C 1.39379 0.22493 5.58776 0.00
C 1.49240 -1.10597 5.18082 0.00
C 0.77340 -1.56295 4.09049 0.00
C -0.05663 -0.69224 3.39918 0.00
C -0.18038 0.62707 3.80813 0.00
C 0.54106 1.08392 4.89641 0.00
S -0.97524 -1.23794 1.98224 0.00
O -2.10918 -0.37220 1.88850 0.00
O -1.19624 -2.65558 2.12996 0.00
N -0.01967 -0.95203 0.68983 -0.01
C 1.03464 -1.76119 0.47450 0.02
N 1.48321 -1.59184 -0.77692 0.01
C 2.55618 -2.24844 -1.17546 0.00
C 3.18927 -3.14512 -0.33051 0.00
C 2.66529 -3.25244 0.94524 0.00
N 1.61204 -2.57133 1.37086 0.00
H 2.94526 0.16104 6.89540 0.00
H 2.27765 1.67303 6.70312 0.00
H 2.14069 -1.78367 5.72573 0.00
H 0.85196 -2.58719 3.75842 0.00
H -0.83818 1.29158 3.26348 0.00
H 0.44953 2.11730 5.21154 0.00
H 2.90861 -2.03424 -2.17689 0.00
H 4.06037 -3.70277 -0.63932 0.00
H 3.12814 -3.91074 1.67545 0.00
C -5.20227 2.35762 -0.77128 0.00
O -3.86399 2.32821 -1.24619 0.00
C -3.26213 1.12209 -1.34568 0.00
S -4.03701 -0.29360 -1.03852 0.00
S -1.76340 1.33733 -2.14778 -0.02
H -5.49347 3.40587 -0.79126 0.00
H -5.25804 1.96068 0.24239 0.00
H -5.85556 1.76146 -1.40992 0.00
C 1.61702 1.97296 1.21128 0.01
Si 0.32466 2.06909 -0.18893 0.04
C -1.28255 2.55555 0.71322 0.00
C 0.73361 3.62774 -1.19505 0.01
H 1.48091 2.82622 1.88556 0.00
H 2.63942 2.00097 0.83293 0.00
H 1.49309 1.06415 1.80453 0.00
H -1.03144 3.19252 1.56973 0.00
H -1.85426 1.69767 1.06320 0.00
H -1.92401 3.13301 0.03998 0.00
H 0.42207 4.50504 -0.61792 0.00
H 0.17825 3.63646 -2.13539 0.00
H 1.79970 3.71442 -1.40706 0.00

---

No. 3
54
Properties=species:S:1:pos:R:3:lowdin_charge:R:1 method="wB97M-V/def2-TZVPD" homo_ev=-11.406 total_charge=+1 de_lowest_ev=2.270 max_force_ha_per_bohr=0.0159 total_energy_ha=-1135.3134
O 1.39416 5.73385 -0.44967 0.14
C 1.11084 4.58788 -0.65719 -0.38
C 1.52642 3.83840 -1.87148 0.04
C 1.77698 2.54168 -1.73232 0.02
C 1.65775 1.92243 -0.39494 -0.35
O 2.37486 1.02023 -0.03198 0.13
C 0.61542 2.49659 0.50092 -0.15
C -0.02616 1.58412 1.49318 -0.05
C 0.80348 1.26436 2.73859 -0.35
O 0.88850 0.11455 3.08401 0.11
C 1.48563 2.33529 3.50091 -0.16
C 0.85856 3.56664 3.71231 -0.03
C 1.47433 4.58310 4.43744 -0.06
C 2.75169 4.37130 4.95095 -0.06
C 3.37128 3.14035 4.76058 -0.06
C 2.74884 2.11988 4.04977 -0.01
C 0.35440 3.79139 0.34602 0.07
H 1.62515 4.36765 -2.80512 0.13
H 2.10867 1.95261 -2.57391 0.12
H -0.23239 0.61089 1.06216 0.10
H -0.95656 2.03513 1.83529 0.13
H -0.13317 3.73494 3.32253 0.10
H 0.95220 5.51469 4.57497 0.11
H 3.23527 5.16910 5.49059 0.11
H 4.35673 2.95907 5.16407 0.11
H 3.22079 1.16007 3.91045 0.12
H -0.37995 4.31177 0.93793 0.13
C -1.63225 -5.66489 -2.50360 -0.08
C -2.46732 -4.49043 -3.03485 -0.20
C -1.80509 -3.11853 -3.00430 -0.12
N -1.85653 -2.34965 -1.70621 -0.27
C -3.26314 -2.00171 -1.35837 0.02
C -1.17496 -3.04519 -0.55667 -0.09
C 0.30027 -2.85833 -0.83377 -0.12
C 0.37759 -1.41172 -1.34187 -0.12
C -1.02550 -1.08389 -1.87746 -0.08
H -1.75296 -5.81975 -1.43227 0.07
H -1.95059 -6.58946 -2.98113 0.08
H -0.57083 -5.53302 -2.71741 0.08
H -3.44755 -4.47465 -2.55731 0.11
H -2.66339 -4.68444 -4.09064 0.12
H -2.29637 -2.46469 -3.72499 0.13
H -0.75735 -3.19231 -3.29254 0.14
H -3.81995 -2.91200 -1.15922 0.11
H -3.70528 -1.45690 -2.18886 0.12
H -3.25375 -1.38129 -0.46683 0.11
H -1.47194 -2.51452 0.34828 0.15
H -1.51182 -4.07332 -0.48705 0.12
H 0.64381 -3.55967 -1.59425 0.11
H 0.90643 -3.02178 0.05364 0.13
H 1.14606 -1.29152 -2.10241 0.13
H 0.63262 -0.73336 -0.53140 0.09
H -1.04102 -0.79736 -2.92529 0.13
H -1.50293 -0.30358 -1.28928 0.13

---

No. 4
66
Properties=species:S:1:pos:R:3:mulliken_spin:R:1 method="wB97M-V/def2-TZVPD" homo_ev="-5.451 / -5.544" total_charge=-1 de_lowest_ev=1.617 max_force_ha_per_bohr=0.0143 total_energy_ha=-6605.3745 multiplicity=2
Cu 0.60032 1.38828 1.77399 0.69
C 0.88118 3.50886 5.52157 0.01
C 0.58116 2.45223 4.50498 0.00
N 1.24851 2.30328 3.43794 0.08
N 2.32532 3.09384 3.16834 0.00
C 3.08636 2.56299 2.25049 0.00
N 4.19721 3.29350 1.91640 0.00
S 2.87637 1.02212 1.47945 0.12
C -0.54235 1.51073 4.76142 -0.01
C -1.68265 1.92274 5.43369 0.00
C -2.69391 1.00421 5.65822 0.00
C -2.51282 -0.29938 5.24032 0.00
C -1.32339 -0.62308 4.59659 0.00
N -0.36459 0.25604 4.34947 0.00
H 1.75542 4.08025 5.22599 0.00
H 0.03165 4.18714 5.61598 0.00
H 1.04484 3.04676 6.49743 0.00
H 4.16281 4.26733 2.17158 0.00
H 4.58435 3.08140 1.01256 0.00
H -1.79647 2.95125 5.74303 0.00
H -3.60905 1.30799 6.15039 0.00
H -3.27088 -1.05423 5.39922 0.00
H -1.13618 -1.63481 4.25884 0.00
C 0.76989 -4.61384 -3.38155 0.00
C -0.63724 -4.05982 -3.11685 0.00
C -1.45278 -5.14592 -2.41458 0.00
C -1.31668 -3.73893 -4.45567 0.00
C -0.53929 -2.78552 -2.28156 0.00
C -1.16278 -2.63638 -1.05610 0.00
C -1.05573 -1.43933 -0.37292 0.00
Br -1.96664 -1.32166 1.27152 0.00
C -0.33744 -0.33402 -0.84610 0.02
O -0.27884 0.80143 -0.13014 0.01
C 0.33320 -0.48834 -2.08478 -0.01
C 0.18930 -1.70262 -2.75165 0.00
C 1.16088 0.59164 -2.82791 0.00
C 0.34316 1.05008 -4.04482 0.00
C 2.49874 -0.00714 -3.30381 0.00
C 1.53318 1.83771 -2.02654 0.00
H 0.71027 -5.53791 -3.96322 0.00
H 1.27805 -4.82857 -2.43955 0.00
H 1.38208 -3.90286 -3.93771 0.00
H -1.48393 -6.04007 -3.04119 0.00
H -2.48000 -4.82186 -2.23812 0.00
H -1.00869 -5.42037 -1.45584 0.00
H -1.38455 -4.63912 -5.07309 0.00
H -0.75963 -2.98494 -5.01321 0.00
H -2.32448 -3.35435 -4.28929 0.00
H -1.74854 -3.42720 -0.61151 0.00
H 0.66251 -1.80090 -3.71775 0.00
H 0.09950 0.21316 -4.70361 0.00
H 0.90996 1.78843 -4.61934 0.00
H -0.58980 1.51329 -3.71792 0.00
H 2.38143 -0.81775 -4.02070 0.00
H 3.07078 -0.38181 -2.45194 0.00
H 3.08957 0.77277 -3.79056 0.00
H 0.67133 2.43224 -1.75908 0.00
H 2.18661 2.45639 -2.65126 0.00
H 2.07645 1.58690 -1.11779 0.00
F -2.67459 0.99076 -0.77149 0.00
Te -1.79671 2.30511 0.32555 0.01
F 0.01269 3.11876 0.42226 0.00
F -2.19935 4.11178 0.75200 0.00
F -3.61205 2.24282 0.94054 0.00
F -1.68148 3.05758 -1.39446 0.00
O -1.31155 1.73092 1.99387 0.08